Entry from OMol25: a cluster of 2 separate species, CH8N2O2 in total at a distorted geometry (ωB97M-V/def2-TZVPD).

XYZ file:
```
13
Properties=species:S:1:pos:R:3:forces:R:3:mulliken_charge:R:1
H -1.9147 -0.6993 -0.3738 -0.013 0.042 0.000 0.306
H 0.4169 1.3284 -1.4515 0.293 -0.238 -0.060 0.354
H 0.2247 0.7534 1.0407 -0.132 -0.440 -0.279 0.234
O 1.2587 1.0886 -1.8818 -0.233 0.198 -0.322 -0.357
H 1.9647 0.3818 -0.2540 0.629 1.523 -1.216 0.440
H 0.3699 -1.6788 1.2022 -0.009 0.084 -0.197 0.251
H 0.4626 -1.6264 -0.4508 0.085 0.136 0.152 0.241
N -0.1276 0.0990 0.3375 -0.361 0.285 0.335 -0.196
C -1.5668 -0.0817 0.4560 0.202 -0.255 0.149 -0.895
O 2.1791 1.2183 -0.8062 -0.244 -1.618 1.320 -0.396
H -2.0490 0.8904 0.3849 -0.078 0.045 0.063 0.304
N 0.6374 -1.0993 0.4022 -0.041 0.194 0.071 -0.609
H -1.8560 -0.5744 1.3946 -0.097 0.044 -0.014 0.320
```
Positions in Å, forces in eV/Å.

Properties
**Total energy**: -302.73958 Eh
**Orbital gap**: 10.36 eV
**Net charge**: 0
**Energy relative to the best compared isomer or geometry (same formula, charge and spin)**: 4.2929 eV
**SMILES string**: CNN.OO